(1)
Below is a molecular structure, C7H17N2 at a distorted geometry, with properties calculated with ωB97M-V/def2-TZVPD.

The geometry in ORCA input format:
```
! wB97M-V def2-TZVPD RIJCOSX def2/J DEFGRID3
* xyz 1 3
C 2.4898 -0.1124 1.0289
C 0.3489 -1.1063 0.5479
C -0.9758 1.2316 -0.8977
C -0.9415 -1.4676 1.1483
C 0.9782 -2.0888 -0.3536
C -0.6584 2.3394 0.0436
C -1.9469 1.3947 -1.9727
N 1.1594 -0.3547 1.2969
N -0.3814 0.0580 -0.8272
H 2.7639 0.8082 1.5113
H 3.1499 -0.9138 1.3178
H -0.8378 -2.1557 2.0195
H -1.4751 -1.9249 0.3362
H -1.2425 -0.5039 1.6413
H 1.5573 -2.7852 0.2372
H 1.7346 -1.6344 -1.0441
H 0.2937 -2.6864 -0.8096
H 0.1370 3.0183 -0.2245
H -0.4256 1.9654 0.9971
H -1.5914 3.0416 0.2335
H -1.7548 2.1325 -2.8063
H -2.8283 1.7684 -1.5096
H -2.1164 0.4454 -2.4504
H 0.7269 -0.0002 2.2126
H 2.6496 0.0907 -0.0543
H -0.8133 -0.5599 -1.6219
*
```

Output
- Gap between HOMO and LUMO (spin up / spin down): 6.226 / 6.787 eV
- Energy: -385.96472 a.u.
- F_max: 4.0 eV/A
- LUMO energy (spin up / spin down): -2.7975 / -7.7594 eV
- E_HOMO (spin up / spin down): -9.024 / -14.546 eV
- Relative energy (zero: lowest compared OMol25 entry of this formula, charge and spin): 0.947 eV


(2)
Below is C7H17N2OP in the gas phase at a distorted geometry, with properties calculated with ωB97M-V/def2-TZVPD.

The geometry in ORCA input format:
```
! wB97M-V def2-TZVPD RIJCOSX def2/J DEFGRID3
* xyz 0 1
C 0.3931 -2.4158 -0.2029
C 1.2801 -1.2247 -0.3235
C 0.9966 0.0507 -0.4714
C 2.1116 1.0391 -0.6141
C 3.0256 1.1116 0.6601
P -0.6290 0.9995 -0.5131
N -1.3657 1.0124 -2.1219
O -0.3584 2.3895 -0.0136
N -1.6123 0.0524 0.5130
C -2.7602 -0.7568 0.0036
C -1.6388 0.4755 1.8966
H 0.8452 -3.2685 -0.6490
H -0.5613 -2.3312 -0.6659
H 0.2433 -2.6703 0.7748
H 2.2967 -1.3223 -0.2613
H 1.6637 2.0063 -0.7091
H 2.6429 0.8493 -1.5159
H 3.3511 0.0927 0.8701
H 2.3628 1.3594 1.6083
H 3.7038 1.8673 0.6244
H -1.4748 0.2131 -2.7226
H -0.7626 1.6120 -2.6282
H -2.6507 -0.9196 -1.0134
H -2.5783 -1.7335 0.5082
H -3.6313 -0.1697 0.1812
H -2.6537 0.3931 2.2653
H -0.9103 -0.1430 2.5472
H -1.3290 1.4315 1.9730
*
```

Output
- Gap between HOMO and LUMO: 9.566 eV
- Energy: -803.00119 a.u.
- F_max: 5.2 eV/A
- LUMO energy: 0.7760 eV
- SMILES string: C/C=C(/CC)[P@](N)(=O)N(C)C
- E_HOMO: -8.790 eV
- Relative energy (zero: lowest compared OMol25 entry of this formula, charge and spin): 0.000 eV


Question: What is the formula in the second record?
Answer: C7H17N2OP


Question: The lowest relative energy (zero: lowest compared OMol25 entry of this formula, charge and spin) belongs to which entry?
Answer: C7H17N2OP


Question: relative energy (zero: lowest compared OMol25 entry of this formula, charge and spin) of number 2 (C7H17N2OP)?
Answer: 0.000 eV


Question: relative energy (zero: lowest compared OMol25 entry of this formula, charge and spin) of number 2 (C7H17N2OP)?
Answer: 0.000 eV